The following is a DFT calculation (the ωB97M-V functional and the def2-TZVPD basis) of C25H29N2O8P2SSeTi as an isolated structure in a non-equilibrium geometry.

Geometry (Å):
Ti1 1.310 0.390 -0.268
C1 4.498 -2.721 1.441
C2 3.752 -2.104 0.274
O1 4.184 -2.569 -0.994
P1 4.065 -0.320 0.043
O2 4.032 0.432 1.433
O3 5.557 -0.162 -0.430
O4 3.105 0.340 -0.892
P2 1.909 -2.292 0.403
O5 1.667 -1.254 1.670
O6 1.471 -3.647 0.732
O7 1.339 -1.534 -0.773
H1 5.571 -2.730 1.254
H2 4.153 -3.745 1.581
H3 4.297 -2.158 2.351
H4 3.801 -3.442 -1.169
H5 4.877 0.767 1.744
H6 5.765 -0.609 -1.254
H7 1.513 -1.754 2.480
C3 2.759 3.321 -1.194
C4 1.795 3.249 -0.053
C5 1.255 4.313 0.615
C6 0.558 3.798 1.734
C7 0.695 2.436 1.702
C8 0.237 1.478 2.763
N1 1.433 2.058 0.585
H8 2.826 4.359 -1.510
H9 2.457 2.721 -2.057
H10 3.756 2.992 -0.883
H11 1.340 5.348 0.355
H12 0.033 4.367 2.476
H13 0.866 1.601 3.647
H14 0.292 0.442 2.430
H15 -0.788 1.708 3.055
O8 -0.438 0.045 0.253
S1 -1.437 -0.557 -0.749
C9 -1.371 -2.331 -0.459
C10 -1.609 -2.879 0.790
C11 -1.569 -4.255 0.935
C12 -1.286 -5.058 -0.157
C13 -1.039 -4.497 -1.399
C14 -1.078 -3.123 -1.557
C15 -3.060 -0.316 -0.011
C16 -4.117 -0.549 -0.878
C17 -5.415 -0.475 -0.408
C18 -5.649 -0.146 0.918
C19 -4.586 0.112 1.771
C20 -3.280 0.033 1.308
H16 -1.831 -2.233 1.627
H17 -1.768 -4.698 1.899
H18 -1.277 -6.129 -0.038
H19 -0.828 -5.129 -2.246
H20 -0.877 -2.656 -2.510
H21 -3.913 -0.789 -1.909
H22 -6.240 -0.665 -1.074
H23 -6.663 -0.087 1.284
H24 -4.775 0.378 2.800
H25 -2.445 0.246 1.958
Se1 0.593 0.889 -2.546
C21 -0.923 2.100 -2.406
C22 -1.343 2.573 -1.167
C23 -2.441 3.418 -1.113
N2 -3.131 3.788 -2.174
C24 -2.723 3.353 -3.353
C25 -1.631 2.516 -3.533
H26 -0.822 2.313 -0.256
H27 -2.775 3.821 -0.168
H28 -3.302 3.696 -4.200
H29 -1.332 2.205 -4.523

## Properties
E_LUMO: -3.73 eV
HOMO: -10.2 eV
maximum force: 2.617 eV/A
energy above the lowest of the compared OMol25 structures with the same formula, charge and spin: 43.4 kcal/mol
total charge: +1
HOMO-LUMO gap: 0.2375 hartree

---

The following is a DFT calculation (the ωB97M-V functional and the def2-TZVPD basis) of C25H29N2OPReSi as an isolated structure in a non-equilibrium geometry.

Geometry (Å):
Re1 0.105 0.448 0.439
C1 -2.010 0.997 0.364
C2 -1.396 2.247 -0.098
C3 -1.620 3.201 0.891
C4 -2.332 2.611 1.978
C5 -2.562 1.304 1.698
H1 -2.667 0.462 -0.320
H2 -1.201 2.498 -1.136
H3 -1.349 4.241 0.825
H4 -2.638 3.132 2.866
H5 -3.064 0.586 2.322
N1 0.129 -2.593 -0.489
P1 -0.617 -1.214 -1.157
C6 0.141 -1.026 -2.791
C7 0.958 0.077 -3.030
C8 1.556 0.228 -4.267
C9 1.351 -0.728 -5.251
C10 0.554 -1.836 -5.006
C11 -0.064 -1.988 -3.778
C12 -2.317 -1.777 -1.366
C13 -3.072 -1.397 -2.474
C14 -4.402 -1.774 -2.551
C15 -4.983 -2.485 -1.511
C16 -4.233 -2.857 -0.403
C17 -2.899 -2.505 -0.327
C18 1.255 -2.412 0.264
C19 2.145 -3.464 0.507
C20 3.300 -3.222 1.212
C21 3.539 -1.926 1.673
C22 2.602 -0.948 1.443
N2 1.466 -1.167 0.751
H6 -0.071 -3.528 -0.828
H7 1.113 0.807 -2.235
H8 2.176 1.087 -4.472
H9 1.819 -0.609 -6.214
H10 0.411 -2.575 -5.777
H11 -0.707 -2.837 -3.584
H12 -2.622 -0.824 -3.272
H13 -4.985 -1.503 -3.420
H14 -6.027 -2.749 -1.564
H15 -4.687 -3.423 0.396
H16 -2.301 -2.787 0.527
H17 1.915 -4.445 0.122
H18 4.004 -4.017 1.398
H19 4.440 -1.694 2.213
H20 2.748 0.058 1.810
C23 2.900 1.767 3.943
Si1 1.732 2.668 2.705
C24 2.694 4.084 1.835
C25 0.348 3.440 3.796
O1 1.075 1.665 1.649
H21 3.098 2.442 4.767
H22 3.854 1.509 3.496
H23 2.444 0.868 4.346
H24 3.149 4.705 2.600
H25 2.030 4.703 1.241
H26 3.483 3.703 1.194
H27 0.823 3.879 4.664
H28 -0.350 2.680 4.122
H29 -0.182 4.217 3.262

## Properties
E_LUMO (alpha / beta): -8.89 / -8.37 eV
HOMO (alpha / beta): -15.0 / -15.0 eV
maximum force: 6.008 eV/A
energy above the lowest of the compared OMol25 structures with the same formula, charge and spin: 106.2 kcal/mol
expectation value of S²: 0.81
multiplicity: 2
total charge: +2
HOMO-LUMO gap (alpha / beta): 0.2228 / 0.2444 hartree

---

The following is a DFT calculation (the ωB97M-V functional and the def2-TZVPD basis) of a 2-piece molecular cluster, C25H29N3O2 overall in a non-equilibrium geometry.

Geometry (Å):
C1 4.262 3.031 -1.671
C2 5.259 1.883 -1.771
C3 4.408 0.615 -1.508
O1 4.875 -0.520 -1.539
N1 3.101 0.985 -1.240
C4 2.903 2.331 -1.436
O2 1.832 2.936 -1.434
H1 4.516 3.682 -0.822
H2 4.235 3.613 -2.603
H3 5.708 1.839 -2.775
H4 6.048 1.989 -1.010
C5 -0.576 -2.155 5.758
N2 0.612 -1.952 4.950
C6 1.811 -2.416 5.608
C7 3.080 -1.980 4.906
C8 2.958 -2.157 3.396
C9 1.734 -1.507 2.849
C10 0.594 -1.394 3.705
C11 -0.555 -0.731 3.198
C12 -0.593 -0.260 1.911
C13 0.472 -0.515 0.985
C14 0.373 -0.136 -0.382
C15 -0.798 -0.148 -1.169
C16 -0.787 0.307 -2.521
C17 -1.951 0.570 -3.209
C18 -3.216 0.423 -2.559
N3 -4.357 0.900 -3.143
C19 -5.676 0.649 -2.582
C20 -4.394 1.319 -4.532
C21 -3.080 1.924 -4.995
C22 -1.901 1.035 -4.624
C23 -3.237 -0.263 -1.315
C24 -2.071 -0.606 -0.677
C25 1.652 -1.099 1.530
H5 -1.494 -1.957 5.201
H6 -0.617 -3.194 6.124
H7 -0.549 -1.509 6.651
H8 1.799 -2.043 6.645
H9 1.780 -3.517 5.673
H10 3.273 -0.926 5.144
H11 3.907 -2.581 5.286
H12 3.841 -1.744 2.901
H13 2.927 -3.233 3.177
H14 -1.411 -0.572 3.857
H15 -1.450 0.326 1.578
H16 1.273 0.231 -0.862
H17 0.164 0.500 -3.025
H18 -5.701 0.854 -1.507
H19 -6.385 1.335 -3.064
H20 -6.033 -0.381 -2.764
H21 -4.637 0.448 -5.170
H22 -5.210 2.047 -4.646
H23 -3.126 2.038 -6.080
H24 -2.944 2.919 -4.547
H25 -0.966 1.578 -4.789
H26 -1.894 0.160 -5.291
H27 -4.197 -0.534 -0.877
H28 -2.111 -1.213 0.225
H29 2.523 -1.225 0.882

## Properties
E_LUMO: -1.49 eV
HOMO: -7.4 eV
maximum force: 1.176 eV/A
energy above the lowest of the compared OMol25 structures with the same formula, charge and spin: 59.5 kcal/mol
HOMO-LUMO gap: 0.2158 hartree

---

The following is a DFT calculation (the ωB97M-V functional and the def2-TZVPD basis) of C25H29N3O2S as an isolated structure in a non-equilibrium geometry.

Geometry (Å):
C1 -6.114 -3.749 0.301
C2 -6.650 -2.416 0.120
C3 -7.941 -2.059 -0.220
S1 -8.359 -0.487 -0.216
C4 -6.713 -0.386 0.098
N1 -6.116 -1.379 0.424
C5 -6.278 1.027 0.655
N2 -4.772 1.146 0.453
C6 -4.040 1.920 -0.343
O1 -4.437 2.687 -0.992
C7 -2.580 1.865 -0.140
C8 -1.998 1.201 0.845
C9 -0.499 0.754 0.865
C10 0.282 1.419 -0.069
C11 -0.380 1.891 -1.343
C12 -1.804 2.044 -1.109
H1 -2.185 2.369 -2.030
H2 0.208 2.166 -1.963
O2 1.711 1.341 -0.256
C13 2.330 0.679 0.968
C14 3.769 1.052 0.564
C15 4.273 0.527 -0.456
N3 4.295 -0.899 -0.475
C16 5.044 -1.655 -1.348
H3 5.415 -0.853 -2.566
C17 6.442 -2.292 -0.871
C18 7.213 -1.433 -0.231
C19 8.183 -0.392 -1.008
C20 8.805 0.432 -0.294
C21 8.720 0.772 0.992
C22 7.761 0.234 1.624
C23 6.983 -0.926 0.976
H4 6.312 -1.394 1.708
H5 7.571 0.258 2.688
H6 9.228 1.543 1.370
H7 9.658 1.202 -0.960
H8 8.330 -0.809 -2.185
H9 6.928 -2.829 -1.357
H10 6.015 -2.982 -0.085
H11 4.414 -2.384 -1.885
C24 2.995 -1.504 -0.317
C25 2.131 -0.824 1.040
H12 2.699 -1.344 1.696
H13 1.178 -1.360 0.867
H14 2.767 -2.457 -0.546
H15 2.497 -1.123 -1.360
H16 5.525 0.603 -0.661
H17 3.974 0.675 -1.448
H18 4.425 0.817 1.410
H19 3.740 2.209 0.635
H20 2.031 1.052 1.775
H21 -0.048 0.548 1.808
H22 -2.278 0.875 1.717
H23 -4.294 0.212 1.092
H24 -6.502 1.492 1.533
H25 -6.412 1.930 -0.120
H26 -8.904 -2.906 -0.496
H27 -5.862 -3.901 1.277
H28 -6.854 -4.431 -0.001
H29 -5.179 -3.819 -0.182

## Properties
E_LUMO: 0.47 eV
HOMO: -7.9 eV
maximum force: 17.780 eV/A
energy above the lowest of the compared OMol25 structures with the same formula, charge and spin: 524.6 kcal/mol
HOMO-LUMO gap: 0.3082 hartree

---

The following is a DFT calculation (the ωB97M-V functional and the def2-TZVPD basis) of C25H29N3O2S in the gas phase.

Geometry (Å):
C1 6.420 2.481 -0.837
C2 5.059 2.082 -1.289
C3 4.061 2.920 -1.676
S1 2.654 2.036 -2.128
C4 3.533 0.566 -1.750
C5 2.877 -0.759 -1.894
N1 1.446 -0.638 -1.794
C6 0.596 -1.248 -2.659
O1 0.973 -1.951 -3.572
C7 -0.838 -0.989 -2.334
C8 -1.302 0.299 -2.085
C9 -2.610 0.501 -1.684
C10 -3.457 -0.586 -1.476
O2 -4.735 -0.401 -1.001
C11 -4.978 -0.376 0.405
C12 -4.340 0.795 1.163
C13 -2.868 0.579 1.505
N2 -2.643 -0.676 2.201
C14 -1.255 -0.844 2.579
C15 -0.263 -1.113 1.408
C16 0.972 -0.266 1.483
C17 0.911 1.092 1.182
C18 2.042 1.885 1.252
C19 3.258 1.331 1.615
C20 3.333 -0.020 1.906
C21 2.199 -0.810 1.844
C22 -3.163 -1.828 1.484
C23 -4.645 -1.674 1.151
C24 -3.021 -1.862 -1.827
C25 -1.724 -2.058 -2.262
N3 4.729 0.762 -1.336
H1 6.493 3.561 -0.750
H2 6.638 2.021 0.125
H3 7.164 2.128 -1.549
H4 4.066 3.989 -1.724
H5 3.280 -1.432 -1.127
H6 3.088 -1.195 -2.878
H7 1.086 -0.122 -1.003
H8 -0.639 1.144 -2.209
H9 -2.980 1.500 -1.506
H10 -6.067 -0.240 0.423
H11 -4.899 0.914 2.093
H12 -4.445 1.713 0.582
H13 -2.546 1.382 2.177
H14 -2.265 0.649 0.588
H15 -1.209 -1.674 3.289
H16 -0.951 0.063 3.108
H17 -0.775 -0.897 0.466
H18 0.011 -2.168 1.394
H19 -0.033 1.532 0.892
H20 1.975 2.938 1.018
H21 4.141 1.949 1.667
H22 4.280 -0.460 2.181
H23 2.264 -1.864 2.074
H24 -3.039 -2.697 2.139
H25 -2.602 -2.027 0.559
H26 -5.214 -1.661 2.083
H27 -4.972 -2.532 0.563
H28 -3.702 -2.694 -1.735
H29 -1.373 -3.046 -2.517

## Properties
E_LUMO: 0.51 eV
structure (SMILES): Cc1csc(CNC(=O)c2ccc(OC3CCN(CCc4ccccc4)CC3)cc2)n1
HOMO: -8.3 eV
maximum force: 0.971 eV/A
energy above the lowest of the compared OMol25 structures with the same formula, charge and spin: 0.0 kcal/mol
HOMO-LUMO gap: 0.3255 hartree

---

The following is a DFT calculation (the ωB97M-V functional and the def2-TZVPD basis) of C25H29N5O3 in the gas phase in a non-equilibrium geometry.

Geometry (Å):
C1 3.158 -1.596 -3.534
O1 3.952 -1.072 -2.499
C2 3.234 -0.394 -1.495
C3 2.434 -1.324 -0.579
C4 1.910 -0.626 0.634
N1 1.290 -1.379 1.535
C5 0.823 -0.789 2.618
C6 0.965 0.578 2.844
C7 0.486 1.263 4.091
N2 -0.543 2.275 3.841
C8 -0.567 3.233 4.941
C9 -1.609 4.320 4.715
C10 -2.989 3.688 4.609
C11 -2.965 2.686 3.463
C12 -1.852 1.648 3.662
C13 -1.845 0.747 2.429
O2 -2.274 -0.384 2.439
N3 -1.364 1.400 1.338
C14 -1.089 0.884 0.072
C15 -0.466 1.710 -0.869
C16 -0.166 1.211 -2.113
C17 -0.489 -0.127 -2.388
O3 -0.174 -0.562 -3.623
C18 -0.269 -1.864 -4.061
C19 -0.111 -2.013 -5.439
C20 -0.131 -3.269 -6.009
C21 -0.306 -4.391 -5.215
C22 -0.460 -4.240 -3.848
C23 -0.442 -2.986 -3.261
N4 -1.083 -0.904 -1.500
C24 -1.383 -0.421 -0.308
C25 1.635 1.269 1.839
N5 2.095 0.684 0.748
H1 2.508 -0.825 -3.964
H2 2.536 -2.434 -3.199
H3 3.847 -1.952 -4.298
H4 3.989 0.130 -0.905
H5 2.560 0.353 -1.938
H6 1.584 -1.760 -1.110
H7 3.068 -2.153 -0.255
H8 0.322 -1.433 3.329
H9 0.131 0.504 4.809
H10 1.345 1.774 4.538
H11 -0.776 2.727 5.900
H12 0.426 3.687 5.006
H13 -1.378 4.857 3.793
H14 -1.569 5.029 5.543
H15 -3.235 3.181 5.544
H16 -3.750 4.449 4.425
H17 -2.802 3.223 2.526
H18 -3.916 2.156 3.388
H19 -2.109 1.015 4.532
H20 -0.987 2.323 1.522
H21 -0.217 2.730 -0.614
H22 0.310 1.812 -2.871
H23 0.028 -1.129 -6.041
H24 -0.010 -3.373 -7.077
H25 -0.322 -5.374 -5.659
H26 -0.596 -5.109 -3.222
H27 -0.575 -2.880 -2.198
H28 -1.863 -1.109 0.370
H29 1.809 2.336 1.914

## Properties
E_LUMO: 0.55 eV
structure (SMILES): COCCc1ncc(CN2CCCC[C@H]2C(=O)Nc2ccc(Oc3ccccc3)nc2)cn1
HOMO: -8.0 eV
maximum force: 1.063 eV/A
energy above the lowest of the compared OMol25 structures with the same formula, charge and spin: 62.4 kcal/mol
HOMO-LUMO gap: 0.3155 hartree

---

The following is a DFT calculation (the ωB97M-V functional and the def2-TZVPD basis) of C25H29N5O5S as an isolated structure.

Geometry (Å):
C1 1.969 5.240 -1.641
H1 2.439 6.171 -1.329
O1 1.617 4.574 -0.451
C2 1.132 3.310 -0.541
C3 0.973 2.625 0.664
C4 0.569 1.307 0.673
C5 0.309 0.640 -0.520
C6 0.375 1.354 -1.709
C7 0.791 2.672 -1.730
H2 0.865 3.181 -2.677
H3 0.139 0.860 -2.641
C8 -0.036 -0.829 -0.566
N1 0.890 -1.659 -1.327
C9 2.097 -1.351 -1.889
O2 2.571 -2.055 -2.767
C10 2.818 -0.159 -1.430
C11 3.217 0.274 -0.171
N2 3.042 -0.339 1.011
H4 3.316 0.202 1.820
H5 2.378 -1.094 1.115
C12 3.953 1.496 -0.311
N3 4.145 1.910 -1.549
S1 3.496 0.893 -2.627
C13 4.403 2.307 0.834
O3 4.194 1.991 1.996
N4 5.045 3.438 0.482
H6 5.175 3.643 -0.493
H7 5.369 4.072 1.192
C14 0.298 -2.934 -1.727
C15 -0.740 -2.752 -2.783
C16 -0.624 -2.544 -4.126
C17 -1.943 -2.387 -4.619
C18 -2.762 -2.506 -3.541
O4 -2.047 -2.719 -2.421
H8 -3.828 -2.462 -3.439
H9 -2.235 -2.213 -5.634
H10 0.291 -2.513 -4.680
H11 1.111 -3.550 -2.116
H12 -0.142 -3.408 -0.846
H13 -1.009 -0.921 -1.076
C19 -0.191 -1.418 0.846
O5 0.720 -1.981 1.423
N5 -1.416 -1.260 1.366
H14 -2.121 -0.771 0.839
C20 -1.783 -1.705 2.697
C21 -2.180 -0.518 3.579
C22 -3.501 0.105 3.136
C23 -4.608 -0.945 3.112
C24 -4.234 -2.100 2.188
C25 -2.916 -2.734 2.628
H15 -2.636 -3.534 1.940
H16 -3.041 -3.172 3.619
H17 -5.021 -2.856 2.203
H18 -4.151 -1.737 1.160
H19 -5.544 -0.492 2.781
H20 -4.761 -1.329 4.123
H21 -3.769 0.910 3.822
H22 -3.393 0.549 2.143
H23 -2.278 -0.874 4.606
H24 -1.386 0.232 3.558
H25 -0.883 -2.180 3.102
H26 0.493 0.790 1.616
H27 1.213 3.135 1.583
H28 1.089 5.468 -2.250
H29 2.679 4.650 -2.229

## Properties
E_LUMO: 0.35 eV
HOMO: -7.8 eV
maximum force: 0.983 eV/A
energy above the lowest of the compared OMol25 structures with the same formula, charge and spin: 15.8 kcal/mol
HOMO-LUMO gap: 0.3001 hartree

---

The following is a DFT calculation (the ωB97M-V functional and the def2-TZVPD basis) of C25H29NO4S as an isolated structure in a non-equilibrium geometry.

Geometry (Å):
C1 3.608 4.123 -4.657
C2 3.021 3.145 -3.518
H1 3.599 3.280 -2.644
O1 1.652 3.442 -3.397
C3 0.883 2.758 -2.444
C4 -0.356 2.603 -2.800
O2 -1.021 1.911 -2.191
O3 -0.836 3.268 -3.923
H2 -0.018 3.774 -4.257
C5 1.143 3.334 -1.005
C6 0.861 2.290 -0.050
C7 -0.547 2.463 0.387
C8 -1.175 1.762 1.580
C9 -0.070 0.621 2.100
C10 1.072 0.623 1.525
C11 1.702 1.545 0.638
H3 2.547 1.489 0.336
H4 1.892 -0.035 2.078
O4 -0.477 -0.337 3.088
C12 -1.627 -0.256 3.615
H5 -2.177 0.762 3.763
H6 -1.466 -0.842 4.468
C13 -2.619 -1.006 2.570
N1 -2.359 -2.331 2.607
C14 -3.289 -3.380 3.192
C15 -2.663 -4.526 3.305
C16 -1.686 -4.207 2.400
C17 -1.520 -3.193 1.839
C18 -0.541 -2.376 0.943
C19 -1.049 -1.622 -0.045
C20 -0.162 -1.231 -1.109
C21 1.074 -1.443 -1.030
C22 1.631 -2.356 0.084
C23 0.642 -2.691 1.006
H7 1.036 -3.373 1.788
H8 2.763 -2.744 0.103
S1 2.201 -0.879 -2.224
C24 2.460 -2.186 -3.165
H9 1.270 -2.305 -3.717
H10 3.116 -2.001 -4.199
H11 2.590 -3.094 -2.643
H12 -0.232 -0.407 -1.793
H13 -2.073 -1.323 -0.286
H14 -0.991 -4.996 2.003
H15 -2.913 -5.346 3.637
C25 -4.412 -2.830 4.418
H16 -4.043 -1.976 5.129
H17 -4.756 -3.603 5.027
H18 -5.186 -2.495 3.631
H19 -2.404 -0.487 1.507
H20 -3.772 -0.761 2.841
H21 -2.038 1.692 1.889
H22 -1.377 3.050 0.201
H23 2.241 3.635 -0.742
H24 0.599 4.239 -0.882
H25 1.740 1.584 -2.269
H26 3.194 2.227 -3.914
H27 4.709 4.052 -4.936
H28 3.429 5.088 -4.485
H29 3.180 3.881 -5.375

## Properties
E_LUMO: 0.44 eV
HOMO: -7.9 eV
maximum force: 19.547 eV/A
energy above the lowest of the compared OMol25 structures with the same formula, charge and spin: 500.2 kcal/mol
HOMO-LUMO gap: 0.3075 hartree